94
Properties=species:S:1:pos:R:3:mulliken_spin:R:1 method="wB97M-V/def2-TZVPD" e_above_lowest_kcal_mol=8.0 multiplicity=5 total_energy_ev=-167764.75828 lumo_ev="-0.196 / -0.187" largest_force_ev_per_a=0.95 molar_mass_da=918.70
C 5.6549 -0.2925 -2.6089 0.000
H -6.8565 -1.2219 2.0944 0.000
H -1.7928 -4.0980 -1.8131 0.000
H 3.8022 -1.2366 -2.1078 0.000
H -5.2791 -2.8976 4.1737 0.000
N -0.3363 2.0915 -1.2805 -0.007
H 4.5174 -0.3575 -0.7676 0.000
P 3.1379 1.0810 -2.1460 -0.001
C 3.6482 1.9818 1.3207 -0.002
C 4.3317 -0.3241 -1.8464 0.001
H 1.6795 1.6707 -5.5963 0.000
C -4.4784 2.5772 -0.6764 0.000
H -4.1179 -3.6480 3.0711 0.000
H -4.4035 -1.0087 0.3843 0.000
C 4.3673 2.4884 -2.2198 0.000
H 3.7608 0.9520 -4.5001 0.000
C 2.5664 2.4212 3.8045 0.000
H 4.1181 1.8242 0.3536 -0.001
H -5.8285 -3.5520 2.6284 0.000
C 4.3778 2.6732 2.2778 0.001
H 2.9834 4.0986 -2.7172 0.000
H 2.1258 2.5958 4.7802 0.000
H -4.6445 0.5083 -1.1862 0.000
H -4.4485 -1.0024 5.0374 0.000
Br 2.6127 -1.8150 2.6999 0.000
C 2.4825 -2.7955 1.0766 0.001
C 2.2102 -4.0810 -1.2815 -0.001
H 2.4782 -0.1938 -4.0923 0.000
C 2.3579 1.4717 1.5267 -0.008
O 1.2713 -2.4441 -3.3883 0.000
O 1.1622 -0.6842 -2.0045 -0.013
N 1.9884 -2.1130 0.0547 -0.003
H 2.0423 2.8352 -4.3214 0.000
C 1.8568 1.7107 2.8301 0.000
H -1.5681 4.2746 -0.4888 0.000
H -0.1540 1.5254 -2.1075 -0.001
C 3.8283 2.9091 3.5299 -0.001
C -1.8815 -3.0182 -1.7630 0.000
C 2.7352 -4.7674 -0.1999 0.000
H 5.3743 3.0338 2.0501 0.000
H -6.2404 -0.6000 3.6310 0.000
C -5.0115 -3.0229 3.1236 0.000
H 3.0370 -5.8024 -0.2940 0.000
C -2.2502 3.4463 -0.6530 0.000
H 4.8722 2.4999 -3.1873 0.000
C -1.1980 -2.3059 -0.7880 0.005
C -3.6079 3.6318 -0.4582 0.001
H -0.6237 -2.8854 -0.0655 -0.001
C -2.5497 -0.0631 5.0850 0.000
S -0.0315 1.1765 4.8249 0.000
H 4.4550 4.6385 -1.9075 0.000
C -1.7458 2.2167 -1.0557 0.003
H 4.3808 3.4604 4.2798 0.000
H 3.1868 3.8201 -0.9833 0.000
H 2.0706 -4.5398 -2.2496 0.000
N -0.2277 0.5223 2.3352 -0.013
H 0.0795 3.0035 -1.4041 0.001
H 5.4889 -0.2724 -3.6858 0.000
C 1.7751 1.7945 -4.5171 0.000
H -2.3847 -0.7784 1.2726 -0.010
C -2.1629 -0.2734 -1.5255 0.002
H -3.1802 -2.8745 -3.4700 0.000
C -3.9696 1.3445 -1.0522 0.000
C -2.6026 1.1257 -1.2385 -0.003
H -3.6730 -2.5739 0.7636 0.000
C 1.8537 -2.7553 -1.1185 0.000
H -5.8004 0.1995 2.1150 0.000
H 0.7964 1.5979 -4.0758 0.000
C -2.6743 -2.3400 -2.6758 0.001
Ho 0.8533 0.1894 0.0058 4.098
C -4.5422 -1.9396 0.9383 0.000
C -4.7597 -1.6760 2.4294 -0.001
H 6.2597 0.5716 -2.3385 0.000
C 1.3600 -1.9133 -2.2969 -0.003
C -1.3871 0.0539 2.9536 -0.001
C 2.8861 -4.1137 1.0163 0.000
C -3.5855 -0.7138 4.4502 0.001
H -5.5448 2.7085 -0.5460 0.000
C -2.4519 -0.6047 2.3352 0.009
C -1.4556 0.3280 4.3249 0.000
H 3.2945 -4.6047 1.8861 0.000
C -5.9904 -0.7689 2.5823 0.000
C -1.2429 -0.9040 -0.6565 -0.039
H -2.5865 0.1456 6.1464 0.000
C 3.7084 3.8435 -1.9420 0.000
H -3.9842 4.5973 -0.1462 0.000
H -5.4168 -2.4482 0.5284 0.000
H 6.2290 -1.1908 -2.3763 0.000
H -3.4952 -0.4375 -3.2076 0.000
C -3.5589 -0.9887 3.0732 -0.004
C -2.8390 -0.9738 -2.5298 -0.002
H 5.1264 2.3062 -1.4552 0.000
C 0.5575 1.1389 3.1765 -0.009
C 2.8219 0.8314 -3.9576 0.000